1.
C20H13F3N7O6RuS2 | the ωB97M-V functional and the def2-TZVPD basis

HOMO energy (spin up / spin down) = -0.2947 / -0.2924 hartree
Multiplicity = 2
HOMO-LUMO gap (spin up / spin down) = 6.4 / 6.3 eV
Energy above the lowest of the compared OMol25 structures with the same formula, charge and spin = 0.0 kcal/mol
LUMO energy (spin up / spin down) = -1.5952 / -1.6655 eV
DFT total energy = -2795.4205 Eh

Last column: Löwdin charge in e.
Positions of all 52 atoms, in Å:
Ru (-0.368, -0.181, -0.064)  1.04
N (2.536, -0.002, 3.249)  0.10
C (1.853, -0.058, 2.094)  -0.79
S (0.095, -0.318, 2.213)  0.55
N (2.426, 0.091, 0.943)  -0.01
N (1.676, 0.127, -0.127)  -0.17
C (2.182, 0.114, -1.360)  -0.05
C (1.269, 0.072, -2.423)  -0.24
C (1.627, 0.052, -3.796)  0.00
C (0.654, 0.001, -4.755)  -0.05
C (-0.696, -0.030, -4.362)  -0.03
C (-0.996, -0.026, -3.018)  -0.11
N (-0.062, 0.025, -2.075)  -0.05
H (2.077, -0.295, 4.095)  0.09
H (3.539, 0.045, 3.224)  0.11
H (3.256, 0.094, -1.507)  0.14
H (2.674, 0.067, -4.052)  0.12
H (0.912, -0.017, -5.803)  0.11
H (-1.483, -0.061, -5.094)  0.11
H (-2.025, -0.060, -2.674)  0.12
F (-2.644, 4.768, 0.036)  0.11
C (-3.767, 4.063, -0.004)  -0.61
F (-4.523, 4.488, 1.026)  0.14
F (-4.422, 4.448, -1.119)  0.14
C (-3.617, 2.564, 0.034)  -0.12
C (-4.785, 1.825, 0.086)  0.01
C (-4.721, 0.434, 0.128)  -0.04
C (-3.478, -0.166, 0.130)  -0.11
N (-2.352, 0.536, 0.061)  -0.14
C (-2.376, 1.891, 0.003)  -0.71
S (-0.843, 2.623, -0.139)  0.71
H (-5.738, 2.332, 0.092)  0.13
H (-5.616, -0.164, 0.157)  0.11
H (-3.359, -1.242, 0.170)  0.10
O (-1.411, -2.394, -0.170)  -0.05
C (-0.295, -2.948, -0.268)  -0.64
O (0.762, -2.326, -0.496)  -0.02
C (-0.159, -4.434, -0.068)  -0.09
C (-0.906, -5.355, -0.785)  0.09
C (-0.661, -6.717, -0.603)  -0.12
C (0.276, -7.173, 0.314)  0.10
C (0.992, -6.233, 1.041)  -0.11
C (0.799, -4.867, 0.840)  0.09
N (1.965, -6.661, 2.017)  -0.36
O (2.525, -5.796, 2.664)  0.09
O (2.161, -7.853, 2.133)  0.09
N (-1.387, -7.678, -1.395)  -0.36
O (-2.162, -7.245, -2.225)  0.09
O (-1.174, -8.856, -1.192)  0.09
H (-1.656, -5.034, -1.493)  0.14
H (0.442, -8.234, 0.452)  0.13
H (1.401, -4.161, 1.393)  0.14

---

2.
C52H34AlCl4N4OS | the ωB97M-V functional and the def2-TZVPD basis

HOMO energy = -0.3635 hartree
Multiplicity = 1
HOMO-LUMO gap = 5.7 eV
LUMO energy = -4.1483 eV
DFT total energy = -4777.6526 Eh
Charge = +1

Last column: Löwdin charge in e.
Positions of all 97 atoms, in Å:
Al (0.470, 0.543, 0.458)  0.32
Cl (0.925, 8.881, -3.798)  0.70
C (0.838, 7.380, -2.940)  -0.66
C (0.474, 7.378, -1.603)  -0.08
C (0.403, 6.174, -0.922)  -0.02
C (0.694, 4.973, -1.564)  -0.21
C (1.070, 5.002, -2.904)  -0.02
C (1.140, 6.199, -3.599)  -0.09
C (0.632, 3.674, -0.839)  -0.07
C (-0.577, 3.234, -0.317)  -0.21
C (-1.795, 3.978, -0.366)  0.03
C (-2.687, 3.328, 0.418)  0.03
C (-2.039, 2.155, 0.911)  -0.20
C (-2.652, 1.215, 1.725)  -0.06
C (-3.988, 1.537, 2.295)  -0.21
C (-4.129, 2.595, 3.190)  -0.02
C (-5.367, 2.912, 3.726)  -0.08
C (-6.475, 2.167, 3.357)  -0.66
Cl (-8.026, 2.557, 4.021)  0.70
C (-6.362, 1.115, 2.462)  -0.09
C (-5.117, 0.805, 1.938)  -0.03
C (-2.080, -0.023, 1.977)  -0.20
N (-0.898, -0.481, 1.421)  0.11
C (-0.836, -1.814, 1.765)  -0.20
C (0.181, -2.697, 1.417)  -0.05
C (-0.022, -4.143, 1.696)  -0.19
C (0.806, -4.841, 2.571)  -0.02
C (0.594, -6.186, 2.830)  -0.08
C (-0.457, -6.838, 2.205)  -0.66
Cl (-0.725, -8.519, 2.518)  0.70
C (-1.301, -6.163, 1.338)  -0.08
C (-1.081, -4.817, 1.093)  -0.02
C (1.382, -2.254, 0.893)  -0.19
C (2.500, -3.098, 0.603)  0.04
C (3.543, -2.289, 0.310)  0.05
C (3.058, -0.947, 0.359)  -0.19
N (1.723, -0.926, 0.691)  0.11
C (3.833, 0.163, 0.054)  -0.05
C (3.269, 1.406, -0.169)  -0.18
C (4.009, 2.557, -0.587)  0.04
C (3.110, 3.510, -0.914)  0.04
C (1.812, 2.973, -0.647)  -0.19
N (1.916, 1.690, -0.147)  0.11
C (5.299, -0.022, -0.119)  -0.21
C (6.088, -0.388, 0.968)  -0.02
C (7.454, -0.572, 0.825)  -0.09
C (8.031, -0.395, -0.423)  -0.66
Cl (9.737, -0.623, -0.612)  0.69
C (7.264, -0.042, -1.522)  -0.08
C (5.900, 0.144, -1.364)  -0.02
C (-1.945, -2.168, 2.591)  0.04
C (-2.697, -1.054, 2.746)  0.03
N (-0.747, 2.082, 0.428)  0.11
H (0.257, 8.311, -1.102)  0.11
H (0.132, 6.170, 0.127)  0.13
H (1.313, 4.078, -3.414)  0.12
H (1.427, 6.221, -4.641)  0.11
H (-1.941, 4.890, -0.919)  0.12
H (-3.705, 3.605, 0.632)  0.13
H (-3.259, 3.171, 3.479)  0.13
H (-5.474, 3.727, 4.428)  0.11
H (-7.239, 0.552, 2.178)  0.11
H (-5.027, -0.010, 1.230)  0.12
H (1.615, -4.325, 3.072)  0.13
H (1.232, -6.725, 3.516)  0.11
H (-2.117, -6.689, 0.863)  0.11
H (-1.734, -4.281, 0.417)  0.11
H (2.487, -4.173, 0.633)  0.12
H (4.549, -2.571, 0.053)  0.13
H (5.083, 2.615, -0.632)  0.13
H (3.301, 4.505, -1.279)  0.13
H (5.631, -0.518, 1.941)  0.13
H (8.069, -0.845, 1.670)  0.11
H (7.731, 0.080, -2.489)  0.11
H (5.293, 0.405, -2.221)  0.13
H (-2.107, -3.141, 3.022)  0.13
H (-3.593, -0.938, 3.331)  0.12
C (-3.712, -5.064, -2.049)  -0.04
C (-2.808, -3.865, -2.012)  -0.28
C (-1.491, -3.946, -2.449)  -0.02
C (-0.649, -2.842, -2.406)  -0.04
C (-1.154, -1.642, -1.935)  -0.37
C (-2.461, -1.530, -1.473)  -0.06
C (-3.277, -2.644, -1.519)  -0.03
S (-0.036, -0.272, -1.877)  0.90
C (-0.890, 0.917, -2.886)  -0.17
O (1.245, -0.635, -2.517)  -0.42
H (-3.186, -5.946, -2.411)  0.08
H (-4.565, -4.887, -2.706)  0.09
H (-4.109, -5.285, -1.057)  0.08
H (-1.111, -4.888, -2.823)  0.12
H (0.376, -2.895, -2.748)  0.12
H (-2.839, -0.595, -1.076)  0.11
H (-4.299, -2.570, -1.166)  0.12
H (-1.054, 0.462, -3.861)  0.08
H (-0.227, 1.778, -2.956)  0.06
H (-1.827, 1.206, -2.414)  0.07

---

3.
C5H12N2O | the ωB97M-V functional and the def2-TZVPD basis

HOMO energy (spin up / spin down) = -0.3266 / -0.3267 hartree
Multiplicity = 1
HOMO-LUMO gap (spin up / spin down) = 9.0 / 9.0 eV
Energy above the lowest of the compared OMol25 structures with the same formula, charge and spin = 90.3 kcal/mol
LUMO energy (spin up / spin down) = 0.1458 / 0.1457 eV
DFT total energy = -382.3586 Eh
SMILES = CC[C@H](N)[C@@H](C)N=O

Last column: Löwdin charge in e.
Positions of all 20 atoms, in Å:
C (0.016, -1.472, 1.742)  -0.13
C (0.722, -0.203, 1.312)  -0.20
C (0.916, 0.096, -0.326)  -0.33
N (1.408, 1.466, -0.392)  0.04
C (-0.456, -0.288, -0.972)  -0.34
C (-1.700, 0.481, -0.565)  -0.05
N (0.043, 0.014, -2.358)  -0.01
O (-0.280, 1.137, -2.791)  -0.04
H (0.267, -1.711, 2.782)  0.07
H (-1.070, -1.350, 1.706)  0.06
H (0.296, -2.326, 1.120)  0.07
H (1.755, -0.231, 1.679)  0.10
H (0.241, 0.666, 1.770)  0.10
H (1.703, -0.607, -0.614)  0.13
H (2.145, 1.541, -1.092)  0.08
H (0.676, 2.115, -0.683)  0.07
H (-0.613, -1.369, -0.937)  0.13
H (-2.169, 0.019, 0.307)  0.07
H (-2.422, 0.505, -1.389)  0.08
H (-1.477, 1.517, -0.298)  0.08